C5H11NO | the ωB97M-V functional and the def2-TZVPD basis

molecular weight = 101.1 g mol⁻¹
energy relative to the best compared isomer or geometry (same formula, charge and spin) = 1.322 eV
structure (SMILES) = NCCCCC=O
E_tot = -327.08278 Ha
orbital gap = 10.5 eV

Structure (ORCA input):
```
! wB97M-V def2-TZVPD RIJCOSX def2/J DEFGRID3
* xyz 0 1
O -0.9063 -2.6816 -0.9124
C -1.2514 -1.5589 -0.6637
C -1.3383 -0.9715 0.7221
C -0.7507 0.4431 0.8818
C -0.1059 1.1026 -0.3187
C 1.2234 0.4892 -0.7391
N 2.1538 0.4107 0.4007
H -1.5872 -0.8675 -1.4622
H -0.9420 -1.7098 1.4164
H -2.4074 -0.9417 0.9631
H -1.5030 1.1383 1.2463
H -0.0058 0.4148 1.6655
H -0.7784 1.0840 -1.1751
H 0.0543 2.1547 -0.1012
H 1.0237 -0.5279 -1.0616
H 1.6175 1.0577 -1.5860
H 2.6652 1.2803 0.4819
H 2.8385 -0.3165 0.2423
*
```

Atom-resolved charges from Mulliken, all expressed in e: atom 1 (O): -0.499, atom 2 (C): -0.037, atom 3 (C): -0.452, atom 4 (C): -0.570, atom 5 (C): -0.807, atom 6 (C): -0.482, atom 7 (N): -0.531, atom 8 (H): 0.327, atom 9 (H): 0.276, atom 10 (H): 0.319, atom 11 (H): 0.358, atom 12 (H): 0.362, atom 13 (H): 0.246, atom 14 (H): 0.409, atom 15 (H): 0.379, atom 16 (H): 0.292, atom 17 (H): 0.208, atom 18 (H): 0.201

C5H11NO | the ωB97M-V functional and the def2-TZVPD basis

molecular weight = 101.1 g mol⁻¹
energy relative to the best compared isomer or geometry (same formula, charge and spin) = 2.818 eV
structure (SMILES) = C=C/C=C(/C)N.O
E_tot = -327.02777 Ha
orbital gap = 8.0 eV

Structure (ORCA input):
```
! wB97M-V def2-TZVPD RIJCOSX def2/J DEFGRID3
* xyz 0 1
N 1.5856 0.8729 -1.7203
C 1.7554 1.0435 -0.3413
C 0.6626 0.9795 0.4632
C -0.7187 0.9726 0.1009
C -1.6996 0.2205 0.6123
C 3.0213 1.7087 0.1146
H 2.3846 0.9657 -2.3100
H 0.7839 0.3667 -2.0214
H 0.9957 0.5580 1.4215
H -0.9313 1.5036 -0.8332
H -2.5022 -0.0879 -0.0478
H -1.4617 -0.3280 1.5268
H 3.9670 1.2498 -0.1820
H 3.0351 2.6557 -0.4316
H 2.9970 1.8413 1.1821
H -4.9403 -4.5904 1.4349
H -4.3524 -4.6292 0.1823
O -4.5820 -5.3029 0.8489
*
```

Atom-resolved charges from Mulliken, all expressed in e: atom 1 (N): -0.481, atom 2 (C): 0.737, atom 3 (C): -0.529, atom 4 (C): -0.210, atom 5 (C): -0.736, atom 6 (C): -1.280, atom 7 (H): 0.207, atom 8 (H): 0.205, atom 9 (H): 0.208, atom 10 (H): 0.343, atom 11 (H): 0.250, atom 12 (H): 0.275, atom 13 (H): 0.354, atom 14 (H): 0.308, atom 15 (H): 0.349, atom 16 (H): 0.318, atom 17 (H): 0.313, atom 18 (O): -0.631